# 1
Formula: C30H31FN2O
Source: OMol25
Level of theory: the ωB97M-V functional and the def2-TZVPD basis

The geometry in ORCA input format:
```
! RIJCOSX wB97M-V def2-TZVPD def2/J DEFGRID3
* xyz 0 1
F -8.0441 -4.7844 -4.5881
C -7.0353 -4.1099 -4.2126
C -6.3999 -3.2287 -4.9915
C -5.3017 -2.3572 -4.4446
C -4.7958 -2.4584 -3.2669
C -5.4426 -3.5050 -2.2758
C -6.5524 -4.1838 -2.6884
H -6.8682 -5.1153 -2.3432
H -4.9755 -3.7992 -1.3639
N -3.7793 -1.8650 -2.6015
C -3.4020 -0.7041 -2.5932
C -4.0797 0.4218 -3.2719
C -3.7596 1.9150 -3.3491
C -2.5585 1.9532 -2.5223
C -1.7364 1.0683 -2.0514
C -2.3214 -0.2027 -1.8743
C -1.9166 -1.3593 -1.4811
C -2.7565 -2.3779 -1.7426
H -2.7112 -3.6359 -1.7015
C -0.5644 -1.7124 -0.6001
H -0.4680 -2.6035 -0.2245
H -0.3714 -0.9123 0.2076
C 0.6700 -1.7822 -1.6089
C 1.9674 -1.6939 -0.7735
H 2.9927 -2.0998 -1.8235
H 1.9511 -2.4810 -0.2213
C 2.3147 -0.1407 -0.4177
N 1.5665 -0.0980 0.7387
C 1.2932 1.5527 1.0335
C 2.4516 2.2540 1.4958
H 3.4308 2.0425 0.7569
H 2.3848 3.3237 1.5097
C 2.9072 1.5782 2.8306
C 4.1328 2.4226 3.3699
C 5.4241 2.4833 2.9063
C 6.3797 2.8868 3.7054
C 6.1235 3.6248 4.7281
C 4.6005 3.5079 5.6047
C 3.8303 2.8163 4.6677
C 2.4390 2.4946 5.0790
O 1.7057 1.9094 3.8435
H 2.2223 1.9337 6.0926
H 1.8273 3.5659 5.1105
H 4.4686 4.1043 6.3579
H 6.9307 4.1512 5.4627
H 7.2484 3.1899 3.1641
H 5.5637 2.0502 1.9073
C 2.9710 0.1961 2.5819
C 1.9688 -0.6222 1.9393
H 2.1529 -1.6063 2.0007
H 1.0775 -0.4509 2.6559
H 4.0479 -0.1066 1.9961
H 3.2539 -0.4646 3.4682
H 0.8893 1.9678 -0.0316
H 0.3052 1.6345 1.6225
H 3.3182 -0.4336 0.0780
H 2.3012 0.5125 -1.2073
H 0.6274 -0.7782 -2.2435
H 0.5991 -2.6653 -2.2981
H -1.1861 1.2263 -1.2747
H -2.2171 3.1059 -2.6537
H -4.4094 2.5497 -3.6098
H -5.1925 0.2434 -3.8197
H -4.7318 -1.5383 -4.8316
H -6.7614 -2.8099 -5.9115
*
```

Highest occupied orbital energy ... -7.74 eV
Calculated total energy ... -1445.60231 Eh
Kohn-Sham gap ... 8.08 eV
Energy relative to the best compared isomer or geometry (same formula, charge and spin) ... 22.346 eV

These are the Löwdin partial charges, in e, on atoms 1 to 5: number 1, F, carries 0.133; number 2, C, carries -0.302; number 3, C, carries 0.016; number 4, C, carries -0.019; number 5, C, carries -0.210

---

# 2
Formula: C4H11N2O
Source: OMol25
Level of theory: the ωB97M-V functional and the def2-TZVPD basis

The geometry in ORCA input format:
```
! RIJCOSX wB97M-V def2-TZVPD def2/J DEFGRID3
* xyz 2 2
N -2.8859 -2.4317 1.0384
C -1.4371 1.7383 0.2037
C -0.4408 0.7940 0.2229
N 0.8445 1.4351 -0.0831
C 2.0738 0.5893 -0.0633
C 2.2611 -0.2399 -1.3426
O -0.4747 -0.4287 0.5768
H -3.3501 -2.5894 1.9521
H -3.0005 -3.3140 0.5389
H -2.0529 -1.8135 0.9255
H -2.3100 1.3789 0.6964
H -1.5040 2.7651 -0.0852
H 0.5958 2.3903 -0.2911
H 1.8693 -0.1040 0.7490
H 2.9763 1.1562 0.1929
H 1.2964 -0.6125 -1.7149
H 2.6311 0.4064 -2.1871
H 2.9079 -1.1197 -1.3293
*
```

Highest occupied orbital energy (spin up / spin down) ... -18.73 / -19.68 eV
Calculated total energy ... -342.88438 Eh
⟨S²⟩ ... 1.7862
Kohn-Sham gap (spin up / spin down) ... 6.10 / 7.58 eV
Energy relative to the best compared isomer or geometry (same formula, charge and spin) ... 4.572 eV

These are the Löwdin partial charges, in e, on atoms 1 to 5: number 1, N, carries 0.506; number 2, C, carries 0.244; number 3, C, carries -0.379; number 4, N, carries 0.267; number 5, C, carries -0.126

---

# 3
Formula: C2H3N3OS
Source: OMol25
Level of theory: the ωB97M-V functional and the def2-TZVPD basis

The geometry in ORCA input format:
```
! RIJCOSX wB97M-V def2-TZVPD def2/J DEFGRID3
* xyz 0 1
S -2.9803 -0.0208 -0.0549
C -1.3408 -0.0002 0.0165
N -0.5004 1.0442 0.2317
N 0.8007 1.1681 -0.2098
C 1.3945 0.0536 -0.1552
N 0.7171 -1.0542 0.3272
O -0.6243 -1.1044 -0.1836
H -0.9315 1.9313 0.4037
H 2.4373 -0.0675 -0.3491
H 1.0276 -1.9500 -0.0266
*
```

Highest occupied orbital energy ... -8.86 eV
Calculated total energy ... -715.61219 Eh
Kohn-Sham gap ... 9.19 eV
Energy relative to the best compared isomer or geometry (same formula, charge and spin) ... 2.287 eV

These are the Löwdin partial charges, in e, on atoms 1 to 5: number 1, S, carries 0.674; number 2, C, carries -0.927; number 3, N, carries -0.010; number 4, N, carries 0.079; number 5, C, carries -0.191

---

# 4
Formula: C55H113N6O7
Source: OMol25
Level of theory: the ωB97M-V functional and the def2-TZVPD basis

The geometry in ORCA input format:
```
! RIJCOSX wB97M-V def2-TZVPD def2/J DEFGRID3
* xyz 5 1
O -0.1223 -1.2896 -0.3061
C 0.7933 -2.2227 -0.6902
O 2.0225 -1.9212 -0.5992
O 0.3646 -3.3298 -1.0773
H -0.8338 -1.9168 -0.4540
C 1.6902 -9.5354 3.0057
C 2.7522 -8.7982 2.1151
C 3.6556 -7.8938 2.9489
C 4.6363 -7.1196 2.1502
N 5.5665 -6.2472 3.0604
C 6.5434 -5.4134 2.2121
C 7.7721 -5.0635 3.0100
C 7.9917 -6.3489 3.7741
C 6.6152 -7.0717 3.8299
C 4.8017 -5.2683 3.9628
H 2.1911 -10.0640 3.8168
H 1.0667 -10.2182 2.4285
H 1.0489 -8.7858 3.4691
H 2.2151 -8.1933 1.3846
H 3.3676 -9.4074 1.4531
H 4.0576 -8.6338 3.6410
H 2.9292 -7.2369 3.4273
H 4.1217 -6.4171 1.4947
H 5.2848 -7.6315 1.4393
H 6.0984 -4.4852 1.8535
H 6.8366 -6.0462 1.3744
H 7.6148 -4.2448 3.7121
H 8.6557 -4.7815 2.4374
H 8.3367 -6.1298 4.7846
H 8.7188 -6.9835 3.2674
H 6.2890 -7.2909 4.8466
H 6.7866 -8.0002 3.2853
H 3.9065 -4.8496 3.5031
H 5.4372 -4.4335 4.2586
H 4.4060 -5.7834 4.8381
C -5.2863 -4.5031 3.3348
C -5.5523 -2.9857 3.4740
C -6.8342 -2.5881 4.2387
C -6.9606 -1.0783 4.3398
N -8.3638 -0.5589 4.6443
C -8.3452 0.9800 4.9443
C -9.0767 1.2575 6.2736
C -9.7878 -0.0629 6.6072
C -8.8946 -1.1123 5.9941
C -9.4024 -0.8192 3.5105
H -5.0591 -4.9684 4.2940
H -4.3945 -4.6006 2.7158
H -6.1312 -4.9506 2.8113
H -5.4919 -2.5458 2.4785
H -4.6587 -2.6686 4.0117
H -6.8091 -2.9505 5.2664
H -7.6598 -3.1055 3.7501
H -6.7432 -0.4957 3.4445
H -6.2544 -0.7453 5.1003
H -8.7484 1.4776 4.0623
H -7.2982 1.2803 4.9012
H -9.8351 2.0274 6.1313
H -8.3585 1.6537 6.9915
H -10.8015 -0.0897 6.2073
H -9.9009 -0.3365 7.6563
H -9.3755 -2.0726 5.8077
H -8.0521 -1.2633 6.6690
H -9.0014 -0.6169 2.5173
H -10.2795 -0.2358 3.7905
H -9.7467 -1.8529 3.4772
C 1.3554 1.9796 5.9353
C 0.3146 2.1993 7.1051
C 1.1227 3.0103 8.1899
C 0.2936 3.6688 9.2706
C -0.6566 4.5967 8.5711
C -1.5400 4.0241 7.4338
N -0.7174 3.1159 6.4910
O -1.3808 2.6481 5.3428
C -2.2187 5.2274 6.6126
C -2.5871 3.2066 8.2540
C -0.3262 0.7994 7.6235
H 0.9501 1.3852 5.1164
H 2.2843 1.4828 6.2154
H 1.7696 2.9068 5.5395
H 1.7524 3.7243 7.6590
H 1.8453 2.3291 8.6393
H 0.8801 4.2398 9.9904
H -0.3682 3.0691 9.8954
H -0.1098 5.3864 8.0558
H -1.2816 5.2612 9.1677
H -3.1602 4.9149 6.1609
H -1.5928 5.4616 5.7514
H -2.4778 6.1152 7.1894
H -2.2591 2.3092 8.7786
H -3.4105 2.8206 7.6530
H -3.1064 3.8932 8.9226
H -0.6291 0.7971 8.6706
H 0.3288 -0.0638 7.5052
H -1.2300 0.5065 7.0891
C -5.9482 4.0118 -8.7400
C -6.8357 3.3120 -7.6372
C -8.1022 2.7598 -8.2935
C -8.9049 1.8114 -7.3958
C -7.9146 0.7060 -6.8679
C -6.6618 1.1524 -6.0767
N -6.0316 2.3332 -6.8124
O -4.8801 2.7196 -6.1058
C -5.6462 -0.0867 -6.0413
C -7.2197 1.5670 -4.7277
C -7.3034 4.4551 -6.7207
H -6.3779 4.8326 -9.3141
H -5.6038 3.2414 -9.4299
H -4.9489 4.2631 -8.3846
H -7.7799 2.1725 -9.1533
H -8.6702 3.6193 -8.6493
H -9.8133 1.4453 -7.8742
H -9.3871 2.4115 -6.6243
H -7.5620 0.1952 -7.7640
H -8.3640 -0.0939 -6.2794
H -5.0888 -0.2138 -6.9693
H -6.0895 -1.0209 -5.6965
H -4.8723 0.1837 -5.3228
H -6.3598 1.7593 -4.0861
H -7.7323 0.7526 -4.2158
H -7.6921 2.5484 -4.7714
H -7.9762 4.2830 -5.8806
H -7.7143 5.3712 -7.1451
H -6.3436 4.7434 -6.2920
C 3.4234 -1.4743 -6.8475
C 4.6292 -1.7654 -7.8194
C 5.8689 -1.1462 -7.1139
C 6.3663 -1.8765 -5.8519
C 6.6559 -3.3385 -6.2892
C 5.4690 -4.1610 -6.8808
N 4.7479 -3.2911 -7.9096
O 3.7208 -3.9827 -8.7192
C 4.3672 -4.6269 -5.7876
C 6.1360 -5.2976 -7.5648
C 4.4800 -1.2394 -9.2625
H 3.6750 -1.6326 -5.7988
H 2.6156 -2.1324 -7.1674
H 3.1280 -0.4291 -6.9396
H 5.6101 -0.1195 -6.8553
H 6.6842 -1.0284 -7.8277
H 5.7163 -1.9008 -4.9772
H 7.2605 -1.4134 -5.4348
H 7.1150 -3.8634 -5.4514
H 7.4065 -3.2275 -7.0717
H 3.4474 -5.0349 -6.2065
H 4.0115 -3.8259 -5.1395
H 4.6996 -5.3687 -5.0614
H 6.7587 -4.9067 -8.3695
H 5.4337 -5.9877 -8.0323
H 6.9533 -5.7064 -6.9706
H 5.3000 -1.6363 -9.8610
H 4.6555 -0.1750 -9.4182
H 3.5916 -1.6283 -9.7602
C 6.9313 8.1955 -0.4928
C 6.2553 7.0220 -1.3083
C 6.6892 5.7017 -0.5556
C 5.7894 4.5645 -0.8849
C 4.3352 4.9675 -0.6167
C 3.8021 6.1091 -1.5351
N 4.7543 7.2318 -1.4046
O 4.3014 8.6219 -1.5740
C 2.5140 6.5482 -0.7715
C 3.6537 5.7125 -2.9941
C 6.7545 6.9412 -2.7789
H 6.7069 8.3231 0.5662
H 6.6810 9.1061 -1.0370
H 8.0157 8.1463 -0.5910
H 6.6044 5.8350 0.5229
H 7.7395 5.6022 -0.8293
H 6.1283 3.6743 -0.3551
H 5.9776 4.3729 -1.9413
H 4.2396 5.2866 0.4211
H 3.8314 4.0095 -0.7447
H 2.8069 7.1576 0.0835
H 1.9294 5.6896 -0.4413
H 1.7630 7.1663 -1.2635
H 3.1252 6.5233 -3.4955
H 2.9142 4.9256 -3.1426
H 4.5330 5.4581 -3.5858
H 6.7086 5.9206 -3.1588
H 7.8157 7.1787 -2.8525
H 6.2372 7.5619 -3.5105
*
```

Highest occupied orbital energy ... -13.41 eV
Calculated total energy ... -3016.30220 Eh
Kohn-Sham gap ... 1.59 eV
Energy relative to the best compared isomer or geometry (same formula, charge and spin) ... 0.000 eV

These are the Löwdin partial charges, in e, on atoms 1 to 5: number 1, O, carries 0.038; number 2, C, carries -0.862; number 3, O, carries -0.079; number 4, O, carries -0.048; number 5, H, carries 0.075

---

# 5
Formula: C4H7NO
Source: OMol25
Level of theory: the ωB97M-V functional and the def2-TZVPD basis

The geometry in ORCA input format:
```
! RIJCOSX wB97M-V def2-TZVPD def2/J DEFGRID3
* xyz 0 1
C -2.0234 0.0973 0.1860
C -0.5611 -0.2080 0.2403
N 1.5313 -0.9314 -0.7800
C 1.9234 0.1030 0.0097
C 0.3617 0.6882 -0.3112
O 0.2384 1.6525 -1.0273
H -2.6088 -0.8264 0.2316
H -2.2691 0.6412 -0.7309
H -2.3480 0.7183 1.0326
H -0.2197 -0.9252 0.9770
H 1.3297 -1.7631 -0.2248
H 2.5556 0.8456 -0.4742
H 2.1263 -0.0393 1.0731
*
```

Highest occupied orbital energy (spin up / spin down) ... -8.63 / -8.83 eV
Calculated total energy ... -286.47514 Eh
Kohn-Sham gap (spin up / spin down) ... 7.67 / 8.13 eV
Energy relative to the best compared isomer or geometry (same formula, charge and spin) ... 4.259 eV

These are the Löwdin partial charges, in e, on atoms 1 to 5: number 1, C, carries -0.075; number 2, C, carries -0.058; number 3, N, carries 0.104; number 4, C, carries -0.202; number 5, C, carries -0.470